(1)
Computed, not measured: a structure of composition C3H3N2O2 in a non-equilibrium geometry, with ωB97M-V/def2-TZVPD.

**Lowest unoccupied orbital energy**: 4.10 eV
**Energy**: -10234.437 eV
**Orbital gap**: 7.6 eV
**Net charge**: -1
**HOMO**: -3.45 eV

XYZ file:
```
10
Properties=species:S:1:pos:R:3:forces:R:3
C 0.383 -0.437 -0.016 3.2 -1.9 -2.9
C -0.641 0.431 0.104 -7.9 3.9 -0.1
C -2.369 -0.382 0.125 2.3 -0.2 0.4
N 1.165 -0.479 0.958 1.4 -0.8 1.9
N -0.775 1.703 0.278 0.5 -1.3 -0.6
O -2.292 -1.566 -0.216 -0.7 0.7 0.1
O -3.193 0.411 0.569 0.3 -0.5 -0.6
H 0.603 -1.056 -0.985 -1.0 1.0 1.6
H 1.814 -1.229 0.813 0.8 -0.4 0.0
H -1.814 1.899 0.345 1.2 -0.6 0.2
```
Positions in Å, forces in eV/Å.

(2)
Computed, not measured: a structure of composition C6H16S2 in a non-equilibrium geometry, with ωB97M-V/def2-TZVPD.

**Lowest unoccupied orbital energy**: 0.64 eV
**Energy**: -28148.752 eV
**Orbital gap**: 7.8 eV
**Net charge**: 0
**HOMO**: -7.18 eV

XYZ file:
```
24
Properties=species:S:1:pos:R:3:forces:R:3
C 2.897 2.067 -0.740 0.1 0.2 -0.5
C 1.739 1.134 -0.462 -0.3 -0.2 -0.8
C 1.650 0.733 0.962 -0.8 -2.8 0.9
S 0.890 -1.234 0.987 2.3 2.5 1.9
H 2.951 2.329 -1.800 -0.3 0.3 0.1
H 3.860 1.582 -0.584 0.0 -0.1 0.5
H 2.824 2.960 -0.117 0.2 0.1 -0.2
H 0.745 1.523 -0.725 0.4 0.3 -0.2
H 1.832 0.255 -1.100 0.2 -0.1 0.0
H 0.950 1.335 1.552 0.2 -0.3 -0.1
H 2.581 0.583 1.522 -0.1 0.2 -0.4
H 0.612 -0.943 2.289 0.0 -0.7 -0.4
C -2.034 0.883 0.574 -0.4 -0.6 1.1
C -1.736 -0.401 -0.158 0.4 -2.0 0.7
S -2.428 -1.996 0.537 -2.9 -0.6 0.0
C -2.078 -3.083 -0.878 0.0 0.0 0.6
H -1.231 1.173 1.258 0.2 0.0 -0.2
H -2.906 0.816 1.236 -0.1 -0.1 -0.2
H -2.235 1.703 -0.086 0.0 0.4 -0.5
H -0.955 -1.099 0.363 0.8 3.5 -2.4
H -1.832 -0.371 -1.250 0.1 -0.2 0.4
H -2.436 -2.605 -1.791 0.2 -0.2 0.0
H -1.015 -3.344 -0.892 -0.1 0.2 -0.4
H -2.648 -4.000 -0.698 0.1 0.2 -0.1
```
Positions in Å, forces in eV/Å.

(3)
Computed, not measured: a cluster of 2 separate species, C9H9N3O2 in total in a non-equilibrium geometry, with ωB97M-V/def2-TZVPD.

**Lowest unoccupied orbital energy**: 0.71 eV
**Energy**: -18042.823 eV
**Orbital gap**: 9.9 eV
**SMILES**: O=c1cc[nH]c(=O)[nH]1.c1ccncc1
**Net charge**: 0
**HOMO**: -9.19 eV

XYZ file:
```
23
Properties=species:S:1:pos:R:3:forces:R:3
C 2.250 -1.200 0.368 -1.7 1.2 1.9
C 2.677 -0.541 -0.780 -0.2 0.1 2.4
C 2.545 0.823 -0.676 0.8 1.9 -2.3
C 1.838 1.496 0.317 0.0 -0.2 -3.0
C 1.475 0.737 1.390 0.6 -1.3 0.5
C -1.592 1.116 -0.533 0.6 3.1 1.1
C -2.311 0.933 0.825 1.0 0.7 -1.5
C -2.226 -0.286 1.338 -1.2 -1.0 1.4
C -1.229 -1.168 -0.724 -0.2 -0.3 4.5
H 2.388 -2.246 0.439 0.0 -1.0 0.1
H 3.176 -1.159 -1.486 0.4 0.2 -0.9
H 3.014 1.553 -1.387 -0.5 -1.2 0.0
H 1.483 2.478 -0.114 0.5 -0.6 2.0
H 1.270 1.345 2.230 -1.2 -0.3 1.4
H -0.301 0.242 -1.946 -1.7 -0.6 1.7
H -2.697 1.717 1.504 0.4 -0.1 -1.3
H -2.695 -0.489 2.328 0.8 -0.1 -0.8
H -1.582 -2.379 0.927 -0.7 3.4 -0.5
N 1.668 -0.624 1.497 1.2 1.3 -2.3
N -0.963 0.039 -1.124 0.1 3.5 -1.2
N -1.723 -1.321 0.630 0.7 -3.1 -1.1
O -1.338 2.203 -1.044 -0.8 -0.3 0.6
O -0.849 -2.101 -1.288 1.3 -5.1 -2.9
```
Positions in Å, forces in eV/Å.

(4)
Computed, not measured: a structure of composition C4H9Cl8OSn in a non-equilibrium geometry, with ωB97M-V/def2-TZVPD.

**Lowest unoccupied orbital energy**: -7.36 eV
**Energy**: -112334.271 eV
**Orbital gap**: 4.0 eV
**Net charge**: +1
**HOMO**: -11.34 eV

XYZ file:
```
23
Properties=species:S:1:pos:R:3:forces:R:3
Sn -3.042 0.439 -0.576 1.3 -0.5 0.5
O -1.093 0.208 -0.139 -8.3 1.8 0.0
H -0.761 -0.204 0.682 -1.8 -0.1 -1.0
C 0.174 -1.548 0.406 1.1 -3.0 0.1
Cl 1.610 -2.612 0.670 -1.6 0.2 0.1
Cl -1.357 -2.494 0.623 0.1 -0.1 0.0
H 0.141 -0.715 1.107 1.7 -2.2 0.8
H 0.138 -1.134 -0.602 0.8 -1.6 1.3
C -0.231 -0.427 -2.508 0.8 -0.1 -2.0
Cl 0.513 0.954 -3.373 -1.0 -0.7 -0.4
Cl 1.035 -1.696 -2.344 -0.6 0.2 -1.2
H -0.596 -0.086 -1.539 0.4 -0.9 -2.0
H -1.091 -0.790 -3.071 0.2 -0.3 -0.4
C -0.277 0.719 2.325 0.9 0.1 2.3
Cl -0.497 2.198 3.309 -0.4 -0.6 -0.8
Cl 1.436 0.147 2.569 -3.3 0.4 6.9
H -0.969 -0.074 2.608 0.1 0.0 0.9
H -0.473 0.857 1.262 0.4 1.7 2.5
C 0.909 1.227 -0.293 2.5 1.5 -0.5
Cl 1.617 2.640 -1.137 -0.3 -0.1 0.6
Cl 2.184 0.232 0.401 3.1 1.2 -6.7
H 0.304 1.621 0.524 1.2 0.8 -1.1
H 0.325 0.539 -0.904 2.5 2.3 0.2
```
Positions in Å, forces in eV/Å.

(5)
Computed, not measured: a cluster of 6 separate species, C6H9Cl15 in total, with ωB97M-V/def2-TZVPD.

**Lowest unoccupied orbital energy**: 0.17 eV
**Energy**: -194204.109 eV
**Orbital gap**: 11.1 eV
**SMILES**: ClC(Cl)Cl.ClC(Cl)Cl.ClC(Cl)Cl.ClCCl.ClCCl.ClCCl
**Net charge**: 0
**HOMO**: -10.93 eV

XYZ file:
```
30
Properties=species:S:1:pos:R:3:forces:R:3
C -12.798 14.328 -18.835 0.2 -0.2 0.2
Cl -12.337 12.660 -18.501 -0.2 -0.1 -0.2
Cl -11.628 15.076 -19.915 -0.1 0.2 0.0
Cl -12.919 15.246 -17.334 -0.1 0.0 0.0
H -13.774 14.324 -19.302 0.0 0.1 -0.1
C -10.382 10.544 -16.295 0.1 0.0 -0.3
Cl -9.998 12.256 -16.149 0.2 0.0 0.2
Cl -9.860 9.639 -14.880 -0.1 0.0 0.0
Cl -9.656 9.868 -17.767 -0.1 0.1 0.1
H -11.455 10.459 -16.399 0.0 -0.1 0.1
C -10.882 16.855 -14.764 -0.1 0.0 -0.5
Cl -9.572 15.684 -14.863 0.1 -0.1 0.1
Cl -10.846 17.931 -16.169 0.0 0.0 0.0
Cl -10.840 17.780 -13.282 0.0 0.0 0.2
H -11.808 16.297 -14.809 -0.1 0.0 0.1
C -15.568 18.290 -17.099 0.6 0.1 0.0
Cl -17.046 18.108 -16.166 -0.1 -0.1 0.0
Cl -14.454 19.464 -16.359 -0.1 0.0 -0.1
H -15.029 17.352 -17.129 -0.2 -0.1 0.1
H -15.791 18.616 -18.107 -0.2 0.1 0.1
C -16.737 15.926 -20.786 -0.1 -0.6 -0.1
Cl -16.100 15.687 -19.148 -0.1 0.0 0.0
Cl -16.279 17.479 -21.457 0.0 0.1 -0.1
H -16.350 15.117 -21.397 0.2 0.2 -0.1
H -17.816 15.831 -20.761 0.0 0.3 0.2
C -10.719 13.069 -22.502 0.8 0.0 0.4
Cl -12.219 12.168 -22.425 -0.3 0.1 -0.2
Cl -9.473 12.222 -23.439 0.0 0.0 -0.1
H -10.816 14.064 -22.918 -0.4 -0.1 -0.2
H -10.344 13.146 -21.489 0.0 0.0 0.0
```
Positions in Å, forces in eV/Å.

(6)
Computed, not measured: a structure of composition C22H14CdCl2O2S, with ωB97M-V/def2-TZVPD.

**Lowest unoccupied orbital energy (spin up / spin down)**: 2.36 / 2.36 eV
**Energy**: -67579.562 eV
**Orbital gap (spin up / spin down)**: 5.5 / 6.4 eV
**Spin multiplicity**: 2
**Net charge**: -1
**HOMO (spin up / spin down)**: -3.11 / -4.01 eV

XYZ file:
```
42
Properties=species:S:1:pos:R:3:forces:R:3
Cd 0.819 -1.060 -0.973 -0.1 0.1 -0.1
Cl 0.843 0.372 -8.512 0.0 0.0 0.1
C 1.107 0.165 -6.794 0.0 0.0 -0.1
C 2.319 0.590 -6.232 0.0 0.0 0.0
C 2.537 0.437 -4.893 0.1 0.0 0.0
Cl 4.042 0.977 -4.216 0.0 0.0 0.0
C 1.576 -0.151 -3.995 -0.2 -0.1 0.0
O 1.839 -0.256 -2.765 0.1 -0.1 0.1
C 0.355 -0.568 -4.624 0.1 0.0 0.0
C -0.736 -1.180 -3.899 0.0 0.0 0.0
O -0.808 -1.448 -2.710 0.0 0.0 0.1
C 0.150 -0.400 -6.005 -0.1 0.0 0.0
H 3.081 1.039 -6.853 0.0 0.0 0.0
H -1.613 -1.424 -4.530 0.0 0.0 0.0
H -0.788 -0.728 -6.437 0.0 0.0 0.0
C -2.698 2.953 4.223 0.0 0.0 0.0
C -2.157 3.757 3.230 0.0 0.0 0.0
C -1.508 3.183 2.147 0.0 0.0 0.0
C -1.367 1.798 2.030 0.0 0.0 0.0
C -1.936 1.003 3.027 0.0 0.0 0.1
C -2.588 1.573 4.110 0.0 0.0 0.0
C -0.678 1.234 0.843 0.0 0.0 0.1
C 0.020 0.092 0.763 0.0 -0.1 -0.1
C 0.365 -0.771 1.877 0.0 0.1 0.0
C 1.035 -0.302 2.992 0.0 0.0 0.0
C 1.383 -1.130 4.055 0.0 0.1 0.0
C 1.012 -2.503 4.027 0.0 0.0 0.0
C 0.398 -3.042 2.952 0.0 0.0 -0.1
C 0.146 -2.261 1.700 0.1 -0.1 0.1
H -3.207 3.395 5.070 0.0 0.0 0.0
H -2.240 4.836 3.297 0.0 0.0 0.0
H -1.089 3.815 1.370 0.0 0.0 0.0
H -1.861 -0.073 2.949 0.0 0.0 0.0
H -3.019 0.932 4.870 0.0 0.0 0.0
H -0.772 1.856 -0.045 0.0 0.0 0.0
H 1.256 0.759 3.041 0.0 0.0 0.0
H 1.897 -0.726 4.917 0.0 0.0 0.0
H 1.236 -3.127 4.886 0.0 0.0 0.0
H 0.155 -4.095 2.929 0.0 0.0 0.0
H -0.897 -2.409 1.371 0.0 0.0 0.0
S 1.464 -4.317 0.365 0.0 0.0 0.0
C 0.924 -2.791 0.445 -0.1 0.1 0.0
```
Positions in Å, forces in eV/Å.

Computed energy above the lowest of the compared OMol25 structures with the same formula, charge and spin, in the same sequence as the records: 1.5902 3.4988 2.9312 6.7334 0.1466 0.8125 eV.